Record 1
Computed, not measured: a gas-phase ion, C3H4N2O (charge +2) at a distorted geometry, with ωB97M-V/def2-TZVPD.

## Properties
Strongest force on any atom = 4.0 eV/A
Energy relative to the best compared isomer or geometry (same formula, charge and spin) = 0.436 eV
Orbital gap = 9.38 eV
Total energy = -8180.906 eV
E_LUMO = -13.6 eV
Net charge = +2

Cartesian coordinates (Å):
1 C -0.836 -0.792 0.007
2 C 0.205 1.187 0.028
3 C 1.287 0.041 -0.032
4 N -0.915 0.639 -0.023
5 N 0.393 -1.178 0.040
6 O 2.426 -0.007 -0.017
7 H -1.888 -1.338 0.074
8 H 0.276 2.351 0.059
9 H -1.715 1.218 0.078
10 H 0.767 -2.122 -0.214

Here is what Löwdin gives for the atomic charges, in e: C 0.15; C 0.24; C -0.22; N 0.21; N 0.28; O 0.38; H 0.26; H 0.25; H 0.21; H 0.25

=====

Record 2
Computed, not measured: a molecular structure, C3H4N2O2 at a distorted geometry, with ωB97M-V/def2-TZVPD.

## Properties
Strongest force on any atom = 3.7 eV/A
Energy relative to the best compared isomer or geometry (same formula, charge and spin) = 3.666 eV
Orbital gap = 9.61 eV
Total energy = -10248.599 eV
E_LUMO = -0.4 eV
Net charge = 0

Cartesian coordinates (Å):
1 C -1.751 -0.230 -0.018
2 N -0.278 -0.204 -0.084
3 N 1.079 -1.303 -0.596
4 C 2.055 -0.536 -0.320
5 O 1.729 0.726 0.224
6 C 0.369 0.886 0.356
7 O 0.026 1.951 0.831
8 H -2.182 -0.320 -1.014
9 H -2.096 -1.039 0.624
10 H -2.092 0.729 0.421
11 H 3.141 -0.660 -0.423

Here is what Löwdin gives for the atomic charges, in e: C -0.03; N 0.03; N 0.22; C -0.17; O 0.05; C -0.60; O 0.09; H 0.08; H 0.08; H 0.10; H 0.15

=====

Record 3
Computed, not measured: a single C3H4N2O2 molecule at a distorted geometry, with ωB97M-V/def2-TZVPD.

## Properties
Strongest force on any atom = 4.9 eV/A
Energy relative to the best compared isomer or geometry (same formula, charge and spin) = 5.750 eV
Orbital gap = 9.69 eV
Total energy = -10246.515 eV
E_LUMO = 0.6 eV
Net charge = 0

Cartesian coordinates (Å):
1 C -0.270 -0.773 -0.027
2 C 1.010 -1.188 0.062
3 C -0.463 0.694 -0.198
4 H -1.661 -2.118 -0.237
5 H 1.461 -2.239 -0.013
6 H 2.245 0.306 1.001
7 H -1.105 2.440 -0.039
8 N 1.917 -0.015 -0.044
9 N -1.430 1.418 0.185
10 O -1.595 -1.258 0.030
11 O 0.844 1.182 -0.120

Here is what Löwdin gives for the atomic charges, in e: C -0.23; C -0.05; C -0.40; H 0.05; H 0.14; H 0.18; H 0.11; N 0.05; N 0.15; O 0.07; O -0.08

=====

Record 4
Computed, not measured: a molecular structure, C3H4N2O2 at a distorted geometry, with ωB97M-V/def2-TZVPD.

## Properties
Strongest force on any atom = 10.6 eV/A
Energy relative to the best compared isomer or geometry (same formula, charge and spin) = 6.806 eV
Orbital gap = 9.71 eV
Total energy = -10245.459 eV
E_LUMO = -0.1 eV
Net charge = 0

Cartesian coordinates (Å):
1 C 1.392 0.107 -1.707
2 C 0.598 0.331 -0.381
3 C -0.599 -0.522 -0.159
4 H 1.971 0.779 -1.450
5 H 0.585 0.092 -2.609
6 H 2.070 -0.783 -1.589
7 H 0.047 0.461 2.675
8 N 0.792 0.947 0.616
9 N -0.185 0.885 1.434
10 O -1.002 -0.196 1.120
11 O -1.157 -1.412 -0.856

Here is what Löwdin gives for the atomic charges, in e: C 0.03; C -0.27; C -0.36; H -0.04; H 0.16; H 0.11; H 0.30; N 0.06; N -0.06; O 0.02; O 0.06

=====

Record 5
Computed, not measured: a single C3H4N2O2 molecule at a distorted geometry, with ωB97M-V/def2-TZVPD.

## Properties
Strongest force on any atom = 4.0 eV/A
Energy relative to the best compared isomer or geometry (same formula, charge and spin) = 3.309 eV
Orbital gap = 10.64 eV
Total energy = -10248.956 eV
E_LUMO = 0.7 eV
Net charge = 0

Cartesian coordinates (Å):
1 C 1.950 -0.285 0.014
2 C 0.537 0.057 -0.142
3 C -1.528 0.075 -0.040
4 H 2.537 -0.519 -0.911
5 H 2.477 0.438 0.690
6 H 1.980 -1.263 0.745
7 H -3.647 0.015 0.065
8 N -0.501 -0.818 -0.281
9 N -1.199 1.337 -0.105
10 O -2.791 -0.396 0.041
11 O 0.185 1.357 -0.077

Here is what Löwdin gives for the atomic charges, in e: C -0.02; C -0.39; C -0.47; H 0.09; H 0.09; H 0.14; H 0.11; N 0.21; N 0.11; O 0.10; O 0.02

=====

Record 6
Computed, not measured: a single C3H4N2O2S molecule at a distorted geometry, with ωB97M-V/def2-TZVPD.

## Properties
Strongest force on any atom = 10.5 eV/A
Energy relative to the best compared isomer or geometry (same formula, charge and spin) = 4.080 eV
Orbital gap = 8.22 eV
Total energy = -21082.752 eV
E_LUMO = 0.1 eV
Net charge = 0

Cartesian coordinates (Å):
1 C -0.024 0.979 0.010
2 C 0.805 -1.086 -0.625
3 C -0.773 0.101 0.602
4 H -0.991 3.250 0.389
5 H 2.118 0.686 -0.638
6 H 0.804 -2.934 -0.554
7 H -2.434 -0.755 1.036
8 N 1.038 0.166 -0.674
9 N 1.263 -2.159 -1.186
10 O -0.249 -1.126 0.277
11 O -1.757 0.111 1.476
12 S 0.201 2.767 -0.112

Here is what Löwdin gives for the atomic charges, in e: C -0.52; C -0.59; C -0.49; H -0.11; H 0.26; H 0.09; H 0.28; N 0.07; N 0.11; O 0.07; O 0.07; S 0.76

=====

Record 7
Computed, not measured: 2 unconnected molecules or ions with the total composition C3H4N2O2S at a distorted geometry, with ωB97M-V/def2-TZVPD.

## Properties
Strongest force on any atom = 2.9 eV/A
Energy relative to the best compared isomer or geometry (same formula, charge and spin) = 3.482 eV
Orbital gap = 7.94 eV
Total energy = -21083.350 eV
E_LUMO = -1.4 eV
Net charge = 0

Cartesian coordinates (Å):
1 C -0.142 -0.387 1.890
2 C 0.190 -0.786 0.504
3 C 1.613 -0.763 0.100
4 N -1.009 1.817 -1.829
5 N -1.997 1.995 -2.293
6 O 0.674 -0.214 2.756
7 O -3.021 2.185 -2.781
8 S -1.023 -1.268 -0.471
9 H -1.228 -0.279 2.062
10 H 2.122 -1.626 0.534
11 H 2.100 0.123 0.506
12 H 1.721 -0.798 -0.980

Here is what Löwdin gives for the atomic charges, in e: C -0.33; C -0.79; C -0.12; N 0.23; N -0.32; O 0.08; O 0.12; S 0.76; H 0.10; H 0.10; H 0.09; H 0.07

=====

Record 8
Computed, not measured: a molecular structure, C3H4N2O2S at a distorted geometry, with ωB97M-V/def2-TZVPD.

## Properties
Strongest force on any atom = 4.3 eV/A
Energy relative to the best compared isomer or geometry (same formula, charge and spin) = 5.113 eV
Orbital gap = 9.27 eV
Total energy = -21081.719 eV
E_LUMO = 0.6 eV
Net charge = 0

Cartesian coordinates (Å):
1 C -2.134 -0.001 0.395
2 C -0.770 -0.043 -0.465
3 C 1.875 0.316 0.030
4 H -1.916 -0.075 1.713
5 H -0.958 -0.318 -1.479
6 H 1.684 -1.608 0.124
7 H 3.021 0.155 -0.118
8 N 1.232 -0.846 -0.335
9 N 1.364 1.424 0.271
10 O -3.187 0.302 -0.193
11 O 0.019 -0.952 0.208
12 S -0.228 1.645 -0.149

Here is what Löwdin gives for the atomic charges, in e: C -0.24; C -0.56; C -0.33; H 0.20; H 0.12; H 0.14; H 0.16; N -0.03; N -0.28; O 0.00; O -0.14; S 0.98

=====

Record 9
Computed, not measured: a single C3H4N2O2S molecule at a distorted geometry, with ωB97M-V/def2-TZVPD.

## Properties
Strongest force on any atom = 3.2 eV/A
Energy relative to the best compared isomer or geometry (same formula, charge and spin) = 7.622 eV
Orbital gap (spin up / spin down) = 8.53 / 8.53 eV
Total energy = -21079.210 eV
E_LUMO (spin up / spin down) = -0.6 / -0.6 eV
Net charge = 0

Cartesian coordinates (Å):
1 C 0.108 1.849 1.282
2 C -0.908 1.033 0.852
3 C -0.220 -0.833 -0.306
4 N 0.505 3.013 0.771
5 N -0.798 2.486 -1.569
6 O 0.478 4.714 -1.109
7 O -1.200 -0.025 0.326
8 S -0.084 3.430 -0.745
9 H 0.565 1.467 2.148
10 H 0.770 -0.278 -0.204
11 H -0.574 -1.136 -1.366
12 H -0.238 -1.819 0.281

Here is what Löwdin gives for the atomic charges, in e: C -0.24; C -0.06; C -0.02; N -0.17; N -0.28; O -0.38; O -0.03; S 0.67; H 0.12; H 0.12; H 0.13; H 0.12

=====

Record 10
Computed, not measured: 2 unconnected molecules or ions with the total composition C3H4N2O2S at a distorted geometry, with ωB97M-V/def2-TZVPD.

## Properties
Strongest force on any atom = 4.1 eV/A
Energy relative to the best compared isomer or geometry (same formula, charge and spin) = 3.983 eV
Orbital gap (spin up / spin down) = 7.57 / 7.57 eV
Total energy = -21082.849 eV
E_LUMO (spin up / spin down) = -0.1 / -0.1 eV
Net charge = 0

Cartesian coordinates (Å):
1 C 0.666 -0.096 1.148
2 C -2.976 -0.407 -0.629
3 C 0.977 0.156 -0.203
4 N 0.153 0.214 2.172
5 N -2.474 -0.860 0.338
6 O -3.378 -0.170 -1.693
7 O -2.111 -0.331 3.163
8 S -0.775 0.109 3.465
9 H 0.519 -0.599 -0.904
10 H 1.987 0.061 -0.263
11 H 0.410 0.956 -0.518
12 H -2.329 -0.800 1.315

Here is what Löwdin gives for the atomic charges, in e: C -0.10; C -0.43; C -0.04; N -0.25; N 0.23; O 0.13; O -0.62; S 0.81; H 0.13; H 0.06; H 0.07; H 0.01